Record 1
{
  "formula": "C24H20BrHgN5O4",
  "method": "the ωB97M-V functional and the def2-TZVPD basis",
  "species": ["Hg", "O", "C", "N", "C", "O", "C", "C", "C", "C", "C", "N", "C", "C", "C", "C", "C", "N", "H", "H", "H", "H", "H", "H", "H", "H", "C", "O", "C", "O", "N", "N", "H", "H", "H", "H", "H", "H", "Br", "C", "C", "C", "C", "C", "C", "C", "C", "C", "C", "H", "H", "H", "H", "H", "H"],
  "coordinates": [[-0.292, -0.079, 0.199], [2.662, -2.729, -1.221], [1.960, -2.141, -0.387], [0.604, -2.130, -0.369], [-0.143, -3.175, -0.803], [0.186, -4.360, -0.754], [-1.494, -2.811, -1.325], [-2.344, -3.837, -1.755], [-3.538, -3.528, -2.364], [-3.872, -2.179, -2.515], [-2.991, -1.229, -2.039], [-1.830, -1.515, -1.466], [2.608, -1.237, 0.599], [4.004, -1.214, 0.692], [4.620, -0.385, 1.600], [3.814, 0.420, 2.418], [2.444, 0.343, 2.267], [1.842, -0.452, 1.392], [-2.020, -4.854, -1.602], [-4.193, -4.305, -2.739], [-4.791, -1.882, -2.996], [-3.217, -0.175, -2.138], [4.567, -1.861, 0.034], [5.700, -0.354, 1.683], [4.249, 1.088, 3.148], [1.790, 0.939, 2.893], [3.455, 3.849, -0.562], [3.232, 2.924, -1.618], [2.237, 2.030, -1.382], [1.585, 2.027, -0.373], [2.084, 1.232, -2.467], [1.243, 0.117, -2.397], [4.041, 4.660, -0.988], [3.993, 3.365, 0.256], [2.507, 4.227, -0.179], [2.842, 1.258, -3.145], [1.761, -0.750, -2.259], [0.672, 0.045, -3.233], [-1.398, 0.837, 3.078], [-2.620, 2.021, 2.159], [-3.541, 2.649, 2.977], [-4.425, 3.583, 2.447], [-4.334, 3.907, 1.113], [-3.397, 3.277, 0.267], [-3.333, 3.641, -1.089], [-2.463, 3.013, -1.945], [-1.645, 1.992, -1.471], [-1.641, 1.601, -0.138], [-2.516, 2.260, 0.765], [-3.567, 2.413, 4.032], [-5.158, 4.060, 3.085], [-4.990, 4.653, 0.682], [-3.983, 4.429, -1.445], [-2.417, 3.303, -2.987], [-0.989, 1.495, -2.175]],
  "nbo_charge": [1.394, -0.715, 0.554, -0.798, 0.595, -0.641, 0.134, -0.223, -0.180, -0.272, 0.029, -0.457, -0.032, -0.207, -0.252, -0.385, 0.070, -0.600, 0.245, 0.206, 0.208, 0.195, 0.227, 0.190, 0.193, 0.175, -0.256, -0.534, 0.878, -0.637, -0.485, -0.662, 0.179, 0.195, 0.200, 0.377, 0.398, 0.356, 0.043, -0.035, -0.265, -0.220, -0.191, -0.078, -0.209, -0.238, -0.194, -0.448, -0.058, 0.222, 0.208, 0.202, 0.197, 0.202, 0.197],
  "total_charge": -1,
  "max_force_ev_per_a": 2.62,
  "multiplicity": 2,
  "orbital_gap_ev": [3.65, 7.63],
  "energy_ev": -115071.0597
}

***

Record 2
{
  "formula": "C25H51BN6O4PS",
  "method": "the ωB97M-V functional and the def2-TZVPD basis",
  "species": ["C", "C", "O", "C", "C", "O", "B", "C", "N", "C", "C", "O", "C", "N", "O", "C", "P", "S", "H", "H", "H", "H", "H", "H", "H", "H", "H", "H", "H", "H", "H", "H", "H", "H", "H", "H", "H", "H", "H", "H", "H", "C", "C", "C", "C", "N", "H", "H", "H", "H", "H", "H", "H", "C", "C", "C", "C", "N", "H", "H", "H", "H", "H", "H", "H", "C", "C", "C", "C", "N", "H", "H", "H", "H", "H", "H", "H", "C", "C", "C", "C", "N", "H", "H", "H", "H", "H", "H", "H"],
  "coordinates": [[-5.590, 0.379, 0.385], [-5.028, -0.991, 0.077], [-6.156, -1.892, -0.182], [-4.253, -1.662, 1.192], [-2.750, -1.356, 1.256], [-2.099, -1.370, 0.030], [-1.724, 0.071, -0.352], [-2.271, 0.278, -1.897], [-2.759, 1.649, -2.266], [-0.080, 0.303, -0.244], [0.377, 1.708, 0.112], [-0.345, 2.747, -0.538], [1.875, 1.928, -0.148], [2.319, 3.218, 0.429], [-2.412, 0.853, 0.725], [-2.278, 0.023, 1.816], [-3.019, 0.614, 3.398], [-4.395, 2.001, 3.331], [-4.819, 1.145, 0.409], [-6.300, 0.657, -0.403], [-6.125, 0.401, 1.333], [-4.449, -0.935, -0.840], [-6.693, -1.437, -0.836], [-4.720, -1.483, 2.165], [-4.334, -2.732, 0.998], [-2.347, -2.120, 1.947], [-1.430, 0.021, -2.555], [-3.051, -0.451, -2.117], [-2.012, 2.125, -2.756], [-3.496, 1.576, -2.960], [0.444, -0.082, -1.127], [0.253, -0.340, 0.581], [0.213, 1.862, 1.184], [0.024, 2.858, -1.421], [2.470, 1.124, 0.283], [2.032, 2.033, -1.223], [2.170, 3.951, -0.246], [1.782, 3.420, 1.259], [-1.244, -0.222, 2.105], [-1.941, 1.078, 4.154], [-3.414, -0.560, 4.062], [5.796, 0.430, 0.594], [6.390, -0.973, 0.640], [6.476, -1.640, -0.737], [5.156, -1.793, -1.351], [4.119, -1.920, -1.829], [4.767, 0.423, 0.235], [5.789, 0.873, 1.590], [6.381, 1.080, -0.060], [5.793, -1.599, 1.307], [7.396, -0.927, 1.062], [6.925, -2.630, -0.653], [7.099, -1.045, -1.407], [4.423, 6.535, -2.635], [3.288, 7.400, -3.170], [1.970, 7.181, -2.420], [1.523, 5.793, -2.536], [1.177, 4.701, -2.616], [4.203, 5.473, -2.755], [5.348, 6.742, -3.174], [4.598, 6.727, -1.575], [3.140, 7.191, -4.231], [3.563, 8.454, -3.087], [1.187, 7.826, -2.819], [2.090, 7.414, -1.361], [2.326, -1.609, 2.207], [2.604, -1.989, 3.656], [1.412, -2.679, 4.330], [0.234, -1.811, 4.351], [-0.693, -1.133, 4.363], [1.509, -0.892, 2.132], [3.204, -1.148, 1.753], [2.061, -2.484, 1.610], [2.870, -1.093, 4.222], [3.462, -2.663, 3.702], [1.656, -2.945, 5.360], [1.150, -3.595, 3.799], [-3.023, -4.661, -0.813], [-3.542, -5.079, -2.181], [-4.345, -6.385, -2.150], [-3.534, -7.511, -1.680], [-2.895, -8.395, -1.319], [-2.327, -5.397, -0.404], [-2.496, -3.707, -0.878], [-3.848, -4.538, -0.110], [-2.703, -5.185, -2.873], [-4.184, -4.290, -2.575], [-4.715, -6.632, -3.146], [-5.206, -6.283, -1.488]],
  "lowdin_charge": [-0.064, -0.385, -0.079, -0.087, -0.349, -0.023, -0.744, -0.153, -0.019, -0.048, -0.403, -0.039, -0.227, -0.007, -0.024, -0.507, 0.388, 0.065, 0.060, 0.073, 0.057, 0.115, 0.062, 0.111, 0.092, 0.132, 0.080, 0.068, 0.035, 0.035, 0.102, 0.070, 0.139, 0.042, 0.083, 0.111, 0.015, 0.053, 0.077, -0.055, -0.031, -0.105, -0.265, -0.196, -0.241, 0.157, 0.053, 0.075, 0.077, 0.100, 0.104, 0.113, 0.117, -0.110, -0.265, -0.184, -0.210, 0.191, 0.072, 0.069, 0.077, 0.110, 0.104, 0.117, 0.122, -0.092, -0.259, -0.182, -0.188, 0.174, 0.055, 0.056, 0.090, 0.111, 0.102, 0.114, 0.123, -0.095, -0.254, -0.197, -0.248, 0.128, 0.073, 0.071, 0.069, 0.110, 0.109, 0.111, 0.119],
  "total_charge": -1,
  "max_force_ev_per_a": 1.44,
  "multiplicity": 1,
  "orbital_gap_ev": 6.44,
  "energy_ev": -64685.1353
}

***

Record 3
{
  "formula": "C7H9NOS2",
  "method": "the ωB97M-V functional and the def2-TZVPD basis",
  "species": ["C", "C", "C", "C", "O", "N", "C", "C", "S", "C", "S", "H", "H", "H", "H", "H", "H", "H", "H", "H"],
  "coordinates": [[-0.735, 1.392, -2.021], [0.327, 1.114, -1.212], [1.659, 1.915, -1.230], [0.587, -0.245, -0.669], [1.325, -0.970, -1.219], [-0.079, -0.566, 0.487], [-0.044, -2.037, 1.081], [-1.443, -2.078, 1.735], [-1.627, -0.489, 2.632], [-0.617, 0.332, 1.483], [-0.029, 1.853, 1.808], [-0.874, 2.419, -2.405], [-1.506, 0.712, -2.250], [1.639, 2.984, -0.848], [2.092, 2.032, -2.297], [2.348, 1.460, -0.459], [0.824, -2.197, 1.724], [0.253, -2.635, 0.264], [-2.383, -2.059, 1.031], [-1.716, -2.936, 2.365]],
  "nbo_charge": [-0.367, -0.073, -0.656, 0.666, -0.556, -0.492, -0.224, -0.561, 0.364, -0.115, -0.031, 0.203, 0.198, 0.233, 0.234, 0.228, 0.218, 0.245, 0.236, 0.249],
  "relative_energy_ev": 0.962,
  "max_force_ev_per_a": 3.91,
  "smiles": "C=C(C)C(=O)N1CCSC1=S",
  "multiplicity": 1,
  "orbital_gap_ev": 8.37,
  "energy_ev": -32611.1181
}

***

Record 4
{
  "formula": "C4H8N2",
  "method": "the ωB97M-V functional and the def2-TZVPD basis",
  "species": ["C", "C", "C", "C", "H", "H", "H", "H", "H", "H", "H", "H", "N", "N"],
  "coordinates": [[-1.263, 1.297, 0.046], [-1.187, -0.229, 0.084], [-2.243, -1.132, 0.114], [0.117, -0.660, -0.149], [-0.713, 1.721, 0.882], [-2.369, 1.472, -0.004], [-0.746, 1.731, -0.818], [0.946, 1.188, 0.023], [-1.805, -2.191, -0.290], [0.249, -1.779, -0.140], [2.336, -0.989, 0.902], [3.100, -0.453, -0.649], [1.108, 0.184, -0.208], [2.471, -0.162, 0.207]],
  "nbo_charge": [-0.663, -0.299, -0.235, 0.152, 0.196, 0.258, 0.197, 0.412, 0.090, 0.222, 0.365, 0.375, -0.411, -0.659],
  "relative_energy_ev": 5.499,
  "max_force_ev_per_a": 3.46,
  "multiplicity": 1,
  "orbital_gap_ev": 7.52,
  "energy_ev": -7252.3768
}

***

Record 5
{
  "formula": "C4H10N2O",
  "method": "the ωB97M-V functional and the def2-TZVPD basis",
  "species": ["C", "N", "C", "O", "N", "C", "C", "H", "H", "H", "H", "H", "H", "H", "H", "H", "H"],
  "coordinates": [[2.476, -0.112, -0.068], [1.382, 0.078, -0.981], [0.147, -0.610, -0.722], [-0.080, -1.707, -1.180], [-0.743, -0.027, 0.177], [-1.685, -0.949, 0.795], [-1.251, 1.333, 0.027], [2.312, 0.150, 0.996], [2.819, -1.153, -0.081], [3.306, 0.508, -0.415], [1.296, 1.002, -1.360], [-1.932, -0.618, 1.811], [-1.222, -1.934, 0.861], [-2.614, -1.061, 0.220], [-0.703, 1.892, -0.739], [-2.303, 1.305, -0.303], [-1.205, 1.903, 0.962]],
  "nbo_charge": [-0.402, -0.701, 0.803, -0.573, -0.472, -0.409, -0.403, 0.170, 0.201, 0.204, 0.378, 0.195, 0.231, 0.185, 0.202, 0.193, 0.198],
  "relative_energy_ev": 1.669,
  "max_force_ev_per_a": 1.09,
  "smiles": "CNC(=O)N(C)C",
  "multiplicity": 1,
  "orbital_gap_ev": 9.74,
  "energy_ev": -9337.3185
}

***

Record 6
{
  "formula": "C3H6O2S",
  "method": "the ωB97M-V functional and the def2-TZVPD basis",
  "species": ["C", "C", "C", "O", "O", "S", "H", "H", "H", "H", "H", "H"],
  "coordinates": [[1.031, -0.937, -0.229], [1.586, 0.492, -0.309], [0.599, 0.026, 0.741], [-1.817, -1.313, 0.136], [-3.044, 0.837, 0.051], [-1.471, 0.011, -0.210], [0.321, -1.161, -0.956], [1.722, -1.805, -0.019], [2.500, 0.853, -0.100], [1.155, 1.236, -1.101], [0.542, -0.049, 1.805], [-3.124, 1.810, 0.189]],
  "nbo_charge": [-0.449, -0.442, -0.268, -0.899, -0.924, 1.371, 0.217, 0.238, 0.222, 0.211, 0.231, 0.492],
  "relative_energy_ev": 5.181,
  "max_force_ev_per_a": 5.28,
  "multiplicity": 1,
  "orbital_gap_ev": [8.23, 8.23],
  "energy_ev": -18133.7666
}

***

Question: Number 6 is which compound?
Answer: C3H6O2S